Molecular formula: C19H29BF4NPtSi
Method: DFT, ωB97M-V/def2-TZVPD

Summary:
**E**: -44343.1807 eV
**M**: 581.416 Da
**HOMO-LUMO gap (spin up / spin down)**: 5.8 / 5.9 eV
**Net charge**: -1
**LUMO level (spin up / spin down)**: 1.70 / 1.85 eV

Cartesian coordinates (Å):
Pt -0.060 -0.306 -0.092
C 0.159 -0.027 2.098
C 1.573 0.133 2.117
C 2.167 -1.094 1.739
C 1.161 -2.049 1.550
C -0.123 -1.408 1.764
C -1.384 -2.121 2.185
C 1.397 -3.470 1.143
C 3.634 -1.340 1.587
C 2.312 1.378 2.480
C -0.831 0.948 2.680
H -1.285 -2.477 3.214
H -1.601 -2.983 1.560
H -2.234 -1.443 2.142
H 2.056 -3.977 1.850
H 1.876 -3.500 0.162
H 0.463 -4.023 1.087
H 4.059 -1.729 2.516
H 4.150 -0.416 1.336
H 3.826 -2.064 0.798
H 3.291 1.128 2.884
H 1.757 1.943 3.224
H 2.449 2.024 1.612
H -1.808 0.821 2.216
H -0.508 1.970 2.498
H -0.933 0.801 3.760
C -2.565 0.207 -2.410
Si -1.521 -1.386 -2.633
C -1.704 -1.959 -4.453
C -2.278 -2.804 -1.579
N 0.038 -1.032 -2.012
C 1.299 -1.028 -2.504
C 2.288 -0.265 -1.846
C 3.574 -0.198 -2.325
C 3.947 -0.913 -3.457
C 2.993 -1.676 -4.113
C 1.693 -1.730 -3.655
H -3.632 0.007 -2.342
H -2.403 0.898 -3.233
H -2.254 0.715 -1.496
H -2.752 -1.989 -4.737
H -1.299 -2.954 -4.610
H -1.199 -1.276 -5.129
H -3.275 -3.066 -1.917
H -2.345 -2.496 -0.542
H -1.664 -3.699 -1.626
H 2.003 0.323 -0.971
H 4.291 0.431 -1.819
H 4.964 -0.874 -3.819
H 3.264 -2.233 -5.002
H 0.960 -2.319 -4.180
F -0.274 2.119 -0.325
B 0.522 3.186 -0.865
F 0.337 3.216 -2.225
F 1.839 2.929 -0.557
F 0.115 4.363 -0.277

Molecular formula: C5H8N2
Method: DFT, ωB97M-V/def2-TZVPD

Summary:
**E**: -8294.4376 eV
**Energy above the lowest of the compared OMol25 structures with the same formula, charge and spin**: 12.89 kcal per mole
**M**: 96.133 Da
**HOMO-LUMO gap**: 9.8 eV
**LUMO level**: 1.00 eV

Cartesian coordinates (Å):
C 2.479 -0.232 0.032
C 1.027 0.139 0.071
C 0.432 1.362 0.454
N -0.892 1.325 0.366
N -1.170 0.094 -0.077
C -2.545 -0.338 -0.184
C -0.054 -0.650 -0.260
H 3.110 0.662 0.041
H 2.723 -0.799 -0.873
H 2.762 -0.848 0.893
H 0.920 2.273 0.785
H -2.658 -1.021 -1.030
H -3.160 0.548 -0.343
H -2.865 -0.841 0.735
H -0.110 -1.672 -0.610

Molecular formula: C13H34N3O8V
Method: DFT, ωB97M-V/def2-TZVPD

Summary:
**E**: -60564.7437 eV
**M**: 411.372 Da
**HOMO-LUMO gap**: 4.6 eV
**LUMO level**: -4.15 eV

Cartesian coordinates (Å):
O -2.542 -4.482 0.051
V -2.575 -4.441 -1.558
O -3.268 -5.749 -2.156
O -0.123 -0.623 -0.525
C -0.412 -1.525 -1.507
O 0.065 -1.504 -2.644
O -1.224 -2.472 -1.153
H -0.709 -1.244 -0.005
C 3.138 -6.228 1.324
C 3.060 -4.967 0.449
C 3.347 -3.729 1.399
O 3.680 -2.612 0.552
C 2.593 -1.800 0.162
N 4.074 -4.949 -0.627
H 3.127 -7.080 0.645
H 2.271 -6.261 1.983
H 4.054 -6.119 1.902
H 2.052 -4.861 0.044
H 4.288 -3.834 1.945
H 2.577 -3.408 2.104
H 2.068 -2.277 -0.679
H 3.053 -0.953 -0.348
H 1.806 -1.531 0.865
H 4.982 -5.052 -0.170
H 4.145 -3.943 -0.777
C 1.666 2.935 2.018
C 0.202 3.319 2.275
C -0.180 4.712 1.832
O 0.312 5.766 2.601
C -0.170 5.851 3.939
N -0.667 2.279 1.703
H 2.432 3.541 2.509
H 1.989 2.644 1.019
H 1.873 2.063 2.654
H 0.105 3.263 3.364
H -1.282 4.668 1.836
H 0.121 4.948 0.810
H -1.215 5.531 3.863
H -0.129 6.882 4.280
H 0.304 5.190 4.668
H -1.523 2.691 1.356
H -0.173 1.820 0.949
C -1.428 2.653 -3.989
C -2.228 2.253 -2.770
C -3.131 1.037 -2.859
O -3.793 0.951 -1.614
C -4.702 -0.125 -1.451
N -1.282 2.070 -1.665
H -0.638 1.933 -4.194
H -1.153 3.702 -3.895
H -2.087 2.674 -4.865
H -2.855 3.091 -2.452
H -2.515 0.140 -3.015
H -3.887 1.123 -3.649
H -5.573 -0.055 -2.104
H -5.064 0.011 -0.431
H -4.216 -1.106 -1.471
H -0.831 1.164 -1.723
H -1.811 2.025 -0.802

Question: Among the records above, which one has the lowest E?
Answer: C13H34N3O8V

Question: What is the formula in the third record?
Answer: C13H34N3O8V

Question: Among the records above, which one has the highest M?
Answer: C19H29BF4NPtSi

Question: What is the formula in the second record?
Answer: C5H8N2